Entry 1:
The following is a DFT calculation (wB97M-V/def2-TZVPD) of a molecular structure, CH3Br3N at a distorted geometry.

XYZ file:
```
8
Properties=species:S:1:pos:R:3:lowdin_charge:R:1
C -0.14 0.61 0.11 -1.6600
N 0.25 -0.79 -0.24 0.0381
Br 1.33 1.67 0.23 0.8445
Br -1.13 0.50 2.00 0.5753
Br -1.45 1.21 -1.20 0.7312
H 0.67 -1.26 0.62 0.1752
H -0.58 -1.28 -0.64 0.1559
H 1.05 -0.66 -0.88 0.1398
```

Output
energy above the lowest of the compared OMol25 structures with the same formula, charge and spin: 4.1 kcal/mol
LUMO level: -5.15 eV
frontier orbital gap: 9.8 eV
E_HOMO: -14.90 eV
total charge: +1

Entry 2:
The following is a DFT calculation (wB97M-V/def2-TZVPD) of a single CH3BrN2O molecule at a distorted geometry.

XYZ file:
```
8
Properties=species:S:1:pos:R:3:lowdin_charge:R:1
C -0.82 0.18 0.65 -0.6206
N 0.65 -0.97 -0.97 -0.1639
N 0.22 0.27 -0.50 -0.1556
O 1.61 -0.90 -1.67 0.0234
Br -0.01 0.56 2.34 0.6135
H -0.90 -0.99 0.54 0.0940
H -1.65 0.76 0.24 0.0583
H 0.91 1.09 -0.63 0.1508
```

Output
energy above the lowest of the compared OMol25 structures with the same formula, charge and spin: 3.8 kcal/mol
expectation value of S²: 2.01
LUMO level (alpha / beta): 0.81 / -1.79 eV
frontier orbital gap (alpha / beta): 8.1 / 8.3 eV
multiplicity: 3
E_HOMO (alpha / beta): -7.32 / -10.05 eV

Entry 3:
The following is a DFT calculation (wB97M-V/def2-TZVPD) of 2 unconnected molecules or ions with the total composition CH3BrO2P at a distorted geometry.

XYZ file:
```
8
Properties=species:S:1:pos:R:3:lowdin_charge:R:1
C -0.57 -0.34 -0.30 -0.1813
O 2.18 0.59 -0.03 -0.3360
O 1.47 -1.70 0.91 -0.3708
P 1.11 -0.31 0.46 0.6354
Br -1.95 2.76 0.34 -0.6463
H -0.21 -0.43 -1.28 0.0236
H -0.98 -1.21 0.13 0.0278
H -1.06 0.65 -0.23 -0.1524
```

Output
energy above the lowest of the compared OMol25 structures with the same formula, charge and spin: 26.4 kcal/mol
LUMO level: 2.32 eV
frontier orbital gap: 6.5 eV
E_HOMO: -4.21 eV
total charge: -1

Entry 4:
The following is a DFT calculation (wB97M-V/def2-TZVPD) of a molecular structure, CH3BrP2 at a distorted geometry.

XYZ file:
```
7
Properties=species:S:1:pos:R:3:lowdin_charge:R:1
C 0.98 0.45 0.19 -0.9936
P -1.77 -1.09 -0.02 0.3456
P -0.73 0.63 -0.27 0.3565
Br 1.68 -1.45 0.14 0.3937
H 1.75 1.23 -0.63 0.1412
H 1.00 0.66 1.25 -0.0348
H -2.91 -0.43 -0.67 -0.2086
```

Output
energy above the lowest of the compared OMol25 structures with the same formula, charge and spin: 20.6 kcal/mol
LUMO level: -0.98 eV
frontier orbital gap: 8.2 eV
E_HOMO: -9.20 eV

Entry 5:
The following is a DFT calculation (wB97M-V/def2-TZVPD) of 2 unconnected molecules or ions with the total composition CH3Cl2FSi at a distorted geometry.

XYZ file:
```
8
Properties=species:S:1:pos:R:3:lowdin_charge:R:1
C -0.08 -1.22 1.58 -0.0854
F 0.65 -0.14 -1.17 -0.2792
Si 0.32 -1.41 -0.16 0.0485
Cl 0.11 -2.89 -1.40 0.3576
Cl -0.48 3.68 -0.89 0.1783
H -0.46 4.34 -2.08 -0.1760
H 0.17 -0.31 2.00 -0.0138
H -0.22 -2.06 2.12 -0.0301
```

Output
energy above the lowest of the compared OMol25 structures with the same formula, charge and spin: 1.3 kcal/mol
expectation value of S²: 2.00
LUMO level (alpha / beta): 0.47 / -2.15 eV
frontier orbital gap (alpha / beta): 6.0 / 9.5 eV
multiplicity: 3
E_HOMO (alpha / beta): -5.55 / -11.70 eV

Entry 6:
The following is a DFT calculation (wB97M-V/def2-TZVPD) of a single CH3Cl2N3 molecule at a distorted geometry.

XYZ file:
```
9
Properties=species:S:1:pos:R:3:lowdin_charge:R:1
H 0.61 -2.05 0.78 -0.0001
N 0.03 -1.48 0.24 0.1017
C 0.52 -0.31 0.01 -0.7098
N -0.20 0.75 -0.22 0.0784
N 1.92 -0.07 0.32 -0.8510
Cl 3.19 -1.13 -0.14 0.6040
Cl 2.38 1.62 0.08 0.5936
H -1.17 0.52 -0.39 0.1161
H 0.44 1.62 -0.53 0.0671
```

Output
energy above the lowest of the compared OMol25 structures with the same formula, charge and spin: 16.8 kcal/mol
LUMO level: -0.39 eV
SMILES: [H]/N=C(/N)N(Cl)Cl
frontier orbital gap: 8.8 eV
E_HOMO: -9.15 eV

Entry 7:
The following is a DFT calculation (wB97M-V/def2-TZVPD) of 2 unconnected molecules or ions with the total composition CH3Cl2NO at a distorted geometry.

XYZ file:
```
8
Properties=species:S:1:pos:R:3:lowdin_charge:R:1
C 0.78 -0.15 0.16 -1.3155
N -1.45 0.27 -0.11 -0.0501
O 1.17 0.36 -0.97 -0.0955
Cl 1.04 0.80 1.51 0.7188
Cl 0.79 -1.89 0.36 0.6431
H -1.61 -0.48 0.48 -0.1139
H -1.76 1.21 0.43 0.0333
H 1.04 -0.14 -1.86 0.1799
```

Output
energy above the lowest of the compared OMol25 structures with the same formula, charge and spin: 94.2 kcal/mol
LUMO level (alpha / beta): 0.20 / 0.12 eV
frontier orbital gap (alpha / beta): 9.2 / 8.2 eV
E_HOMO (alpha / beta): -8.97 / -8.05 eV

Entry 8:
The following is a DFT calculation (wB97M-V/def2-TZVPD) of a molecular structure, CH3Cl2NS at a distorted geometry.

XYZ file:
```
8
Properties=species:S:1:pos:R:3:lowdin_charge:R:1
C -0.07 -0.95 0.32 -0.2498
H 0.81 -1.27 3.55 -0.1368
H 0.43 -0.99 -0.77 0.1122
H -1.15 -0.61 0.56 0.0587
N 0.69 -1.11 1.31 -0.4831
S -0.06 -0.63 2.73 0.7001
Cl -0.22 2.51 -4.80 0.0013
Cl -0.42 3.04 -2.91 -0.0026
```

Output
LUMO level: -0.89 eV
frontier orbital gap: 8.2 eV
E_HOMO: -9.09 eV

Entry 9:
The following is a DFT calculation (wB97M-V/def2-TZVPD) of a single CH3Cl4NP2 molecule at a distorted geometry.

XYZ file:
```
11
Properties=species:S:1:pos:R:3:lowdin_charge:R:1
C -2.25 0.00 0.10 -0.2241
N -0.98 0.18 0.73 -0.3989
P 0.50 0.34 0.24 -0.2196
Cl 0.67 2.16 -0.81 0.1414
Cl 1.56 0.66 1.80 0.3218
P 2.04 -0.96 -1.21 0.0051
Cl 2.31 -2.45 0.17 0.0699
Cl 3.65 0.18 -0.76 0.0853
H -1.84 -0.30 -0.87 0.0502
H -2.87 -0.81 0.53 0.0711
H -2.80 1.01 0.08 0.0978
```

Output
energy above the lowest of the compared OMol25 structures with the same formula, charge and spin: 42.7 kcal/mol
LUMO level: -0.64 eV
SMILES: CN=P(Cl)(Cl)P(Cl)Cl
frontier orbital gap: 8.2 eV
E_HOMO: -8.86 eV

Entry 10:
The following is a DFT calculation (wB97M-V/def2-TZVPD) of a molecular structure, CH3ClFNS at a distorted geometry.

XYZ file:
```
8
Properties=species:S:1:pos:R:3:lowdin_charge:R:1
C 0.35 -0.99 -0.14 -0.4845
N -0.53 1.34 0.88 -0.3969
F 1.11 -1.90 0.43 -0.0629
S -0.81 -0.14 1.13 0.6092
Cl -2.46 -0.49 -0.23 0.0929
H 0.99 0.12 -0.67 0.1795
H -0.09 -1.53 -1.13 0.1100
H -1.09 1.85 1.50 -0.0473
```

Output
energy above the lowest of the compared OMol25 structures with the same formula, charge and spin: 55.9 kcal/mol
LUMO level: -0.31 eV
frontier orbital gap: 9.5 eV
E_HOMO: -9.80 eV

What did the third record say?
The following is a DFT calculation (wB97M-V/def2-TZVPD) of 2 unconnected molecules or ions with the total composition CH3BrO2P at a distorted geometry.

XYZ file:
```
8
Properties=species:S:1:pos:R:3:lowdin_charge:R:1
C -0.57 -0.34 -0.30 -0.1813
O 2.18 0.59 -0.03 -0.3360
O 1.47 -1.70 0.91 -0.3708
P 1.11 -0.31 0.46 0.6354
Br -1.95 2.76 0.34 -0.6463
H -0.21 -0.43 -1.28 0.0236
H -0.98 -1.21 0.13 0.0278
H -1.06 0.65 -0.23 -0.1524
```

Output
energy above the lowest of the compared OMol25 structures with the same formula, charge and spin: 26.4 kcal/mol
LUMO level: 2.32 eV
frontier orbital gap: 6.5 eV
E_HOMO: -4.21 eV
total charge: -1